{"formula": "CHN3O", "method": "the ωB97M-V functional and the def2-TZVPD basis", "charge": 0, "relative_energy_kj_mol": 491.0, "gap_ha": [0.3341, 0.3343], "species": ["O", "C", "N", "N", "N", "H"], "xyz": [[-0.492, 0.916, -0.731], [-0.101, 0.565, 0.618], [0.391, -0.604, 0.856], [0.407, -1.347, -0.548], [0.057, -0.915, -1.558], [-0.262, 1.384, 1.364]], "lowdin_charge": [-0.189, -0.251, 0.070, -0.009, 0.234, 0.145]}



{"formula": "C40H86BN2O3", "method": "the ωB97M-V functional and the def2-TZVPD basis", "charge": 1, "gap_ha": 0.2720, "species": ["C", "C", "B", "O", "C", "C", "C", "C", "O", "O", "C", "C", "C", "N", "C", "N", "H", "H", "H", "H", "H", "H", "H", "H", "H", "H", "H", "H", "H", "H", "H", "H", "C", "C", "C", "C", "C", "C", "H", "H", "H", "H", "H", "H", "H", "H", "H", "H", "H", "H", "H", "H", "C", "C", "C", "C", "C", "C", "H", "H", "H", "H", "H", "H", "H", "H", "H", "H", "H", "H", "H", "H", "C", "C", "C", "C", "C", "C", "H", "H", "H", "H", "H", "H", "H", "H", "H", "H", "H", "H", "H", "H", "C", "C", "C", "C", "C", "C", "H", "H", "H", "H", "H", "H", "H", "H", "H", "H", "H", "H", "H", "H", "C", "C", "C", "C", "C", "C", "H", "H", "H", "H", "H", "H", "H", "H", "H", "H", "H", "H", "H", "H"], "xyz": [[2.000, -1.713, 5.766], [1.771, -1.881, 4.252], [0.808, -0.785, 3.746], [1.200, 0.252, 3.017], [-0.737, -0.912, 4.174], [-1.527, 0.097, 4.773], [-2.823, -0.181, 5.221], [-3.635, 0.906, 5.848], [-4.272, 1.646, 5.215], [-3.657, 0.907, 7.160], [-3.412, -1.457, 5.021], [-4.825, -1.755, 5.432], [-5.647, -2.639, 4.464], [-6.737, -1.951, 3.809], [-2.602, -2.422, 4.389], [-1.334, -2.127, 4.024], [2.204, -2.660, 6.240], [1.134, -1.292, 6.266], [2.835, -1.057, 5.947], [1.322, -2.855, 4.071], [2.699, -1.872, 3.699], [0.486, 0.763, 2.613], [-1.111, 1.079, 4.910], [-3.138, 0.188, 7.540], [-4.816, -2.191, 6.423], [-5.340, -0.809, 5.511], [-5.008, -3.034, 3.688], [-6.022, -3.494, 5.009], [-7.121, -1.192, 4.351], [-6.490, -1.609, 2.895], [-2.934, -3.422, 4.195], [-0.780, -2.870, 3.620], [5.541, -0.602, 2.457], [4.804, -0.311, 1.153], [4.205, -1.549, 0.490], [5.221, -2.614, 0.076], [6.305, -2.112, -0.874], [5.765, -1.605, -2.208], [6.397, -1.260, 2.310], [5.912, 0.322, 2.903], [4.875, -1.072, 3.186], [5.482, 0.200, 0.464], [3.996, 0.396, 1.362], [3.622, -1.240, -0.383], [3.485, -2.005, 1.182], [4.686, -3.444, -0.396], [5.697, -3.032, 0.968], [7.007, -2.928, -1.062], [6.887, -1.321, -0.393], [5.209, -2.389, -2.725], [6.578, -1.287, -2.862], [5.100, -0.750, -2.078], [-6.476, 1.402, 1.309], [-7.939, 0.979, 1.426], [-8.250, -0.341, 0.723], [-8.013, -0.343, -0.788], [-8.800, 0.717, -1.556], [-10.314, 0.562, -1.432], [-6.187, 1.567, 0.270], [-6.288, 2.328, 1.853], [-5.813, 0.634, 1.721], [-8.580, 1.772, 1.036], [-8.197, 0.879, 2.484], [-9.285, -0.621, 0.931], [-7.634, -1.130, 1.168], [-8.275, -1.331, -1.176], [-6.946, -0.213, -0.993], [-8.519, 0.658, -2.609], [-8.507, 1.716, -1.222], [-10.633, -0.419, -1.788], [-10.833, 1.316, -2.023], [-10.650, 0.669, -0.400], [9.278, 1.094, -0.694], [9.637, -0.388, -0.768], [11.135, -0.653, -0.902], [11.771, -0.077, -2.168], [11.136, -0.555, -3.473], [11.228, -2.064, -3.681], [9.567, 1.625, -1.602], [8.203, 1.231, -0.565], [9.779, 1.573, 0.149], [9.099, -0.851, -1.599], [9.278, -0.885, 0.138], [11.309, -1.732, -0.863], [11.650, -0.235, -0.032], [12.833, -0.341, -2.172], [11.735, 1.015, -2.133], [11.633, -0.048, -4.304], [10.088, -0.244, -3.514], [12.269, -2.394, -3.673], [10.794, -2.355, -4.638], [10.698, -2.613, -2.901], [-3.686, 2.714, 1.982], [-4.069, 2.458, 0.525], [-2.924, 1.866, -0.291], [-1.709, 2.785, -0.412], [-1.984, 4.149, -1.037], [-2.478, 4.056, -2.477], [-2.856, 3.420, 2.064], [-4.518, 3.127, 2.551], [-3.396, 1.778, 2.467], [-4.413, 3.384, 0.060], [-4.919, 1.773, 0.498], [-3.276, 1.600, -1.290], [-2.613, 0.921, 0.175], [-0.937, 2.275, -0.999], [-1.283, 2.958, 0.581], [-1.060, 4.730, -1.013], [-2.706, 4.703, -0.432], [-1.752, 3.531, -3.101], [-2.623, 5.051, -2.896], [-3.430, 3.528, -2.548], [-3.571, 1.304, -6.277], [-2.557, 0.247, -6.707], [-2.130, -0.685, -5.575], [-1.446, 0.018, -4.402], [-0.200, 0.821, -4.771], [0.924, -0.035, -5.348], [-3.163, 1.970, -5.515], [-3.873, 1.923, -7.122], [-4.469, 0.836, -5.868], [-1.680, 0.737, -7.139], [-2.987, -0.358, -7.508], [-1.469, -1.457, -5.976], [-3.012, -1.211, -5.197], [-1.174, -0.735, -3.654], [-2.163, 0.684, -3.911], [0.166, 1.325, -3.870], [-0.460, 1.614, -5.477], [1.220, -0.814, -4.642], [1.804, 0.570, -5.565], [0.624, -0.521, -6.277]], "lowdin_charge": [-0.065, -0.129, -0.461, 0.229, -0.031, 0.100, -0.031, -0.563, 0.212, 0.192, -0.087, -0.100, -0.250, 0.027, 0.062, 0.147, 0.078, 0.067, 0.084, 0.097, 0.088, 0.127, 0.147, 0.140, 0.132, 0.109, 0.098, 0.110, 0.076, 0.045, 0.146, 0.170, -0.099, -0.261, -0.229, -0.223, -0.270, -0.100, 0.070, 0.073, 0.055, 0.097, 0.098, 0.102, 0.095, 0.110, 0.103, 0.110, 0.077, 0.076, 0.067, 0.066, -0.124, -0.237, -0.224, -0.224, -0.267, -0.106, 0.063, 0.084, 0.090, 0.105, 0.101, 0.107, 0.086, 0.112, 0.101, 0.106, 0.098, 0.077, 0.072, 0.065, -0.102, -0.280, -0.225, -0.227, -0.269, -0.110, 0.068, 0.059, 0.076, 0.086, 0.099, 0.102, 0.110, 0.110, 0.101, 0.105, 0.095, 0.076, 0.069, 0.062, -0.103, -0.283, -0.215, -0.235, -0.263, -0.103, 0.070, 0.064, 0.058, 0.119, 0.011, 0.099, 0.103, 0.105, 0.090, 0.107, 0.100, 0.067, 0.073, 0.067, -0.107, -0.265, -0.228, -0.235, -0.275, -0.108, 0.057, 0.071, 0.074, 0.099, 0.105, 0.102, 0.109, 0.107, 0.087, 0.096, 0.099, 0.073, 0.070, 0.067]}



{"formula": "C21H27BN2OP2Zr", "method": "the ωB97M-V functional and the def2-TZVPD basis", "charge": 2, "relative_energy_kj_mol": 0.0, "gap_ha": 0.2237, "species": ["C", "C", "C", "C", "C", "C", "C", "C", "C", "C", "C", "C", "C", "H", "H", "H", "H", "H", "H", "H", "N", "Zr", "C", "H", "H", "C", "H", "H", "P", "P", "C", "H", "H", "H", "C", "H", "H", "H", "C", "H", "H", "H", "C", "H", "H", "H", "C", "O", "H", "B", "C", "N", "H", "H", "H"], "xyz": [[3.856, 1.038, -0.044], [2.469, 1.139, 0.085], [1.671, 0.466, -0.875], [2.249, -0.180, -1.958], [3.636, -0.293, -2.053], [4.437, 0.326, -1.097], [1.328, -0.934, -2.886], [-0.008, -0.224, -3.029], [-0.514, 0.405, -1.907], [-1.782, 1.043, -1.938], [-2.544, 0.911, -3.101], [-2.052, 0.224, -4.213], [-0.773, -0.328, -4.187], [4.484, 1.534, 0.701], [4.056, -0.864, -2.886], [5.521, 0.251, -1.168], [1.796, -1.013, -3.874], [-3.539, 1.363, -3.121], [-2.669, 0.129, -5.106], [-0.349, -0.856, -5.043], [0.261, 0.310, -0.708], [-0.521, -0.416, 0.935], [1.840, 1.915, 1.236], [1.106, 2.649, 0.863], [2.617, 2.455, 1.792], [-2.317, 1.809, -0.737], [-1.583, 2.550, -0.373], [-3.240, 2.345, -1.004], [0.963, 0.883, 2.523], [-2.795, 0.728, 0.713], [-4.217, -0.172, 0.036], [-4.478, -0.981, 0.733], [-5.080, 0.496, -0.090], [-3.960, -0.624, -0.930], [-3.491, 1.919, 1.887], [-4.210, 2.583, 1.386], [-3.997, 1.361, 2.686], [-2.691, 2.521, 2.339], [2.339, -0.072, 3.225], [2.713, 0.425, 4.129], [1.968, -1.072, 3.485], [3.152, -0.183, 2.497], [0.533, 2.093, 3.795], [0.026, 1.578, 4.623], [1.444, 2.580, 4.170], [-0.149, 2.851, 3.385], [1.160, -2.231, -2.266], [0.335, -2.629, -1.477], [2.028, -2.664, -2.758], [-0.127, -5.019, 2.044], [-0.251, -3.555, 1.710], [-0.362, -2.401, 1.470], [-0.878, -5.638, 1.305], [-0.447, -5.182, 3.212], [1.032, -5.349, 1.867]], "lowdin_charge": [-0.020, -0.214, -0.174, -0.110, 0.021, -0.017, -0.181, -0.104, -0.184, -0.221, -0.022, -0.018, 0.023, 0.130, 0.139, 0.128, 0.171, 0.129, 0.127, 0.137, -0.169, 1.471, -0.270, 0.100, 0.109, -0.272, 0.100, 0.108, 0.770, 0.767, -0.218, 0.064, 0.080, 0.061, -0.231, 0.079, 0.069, 0.045, -0.206, 0.075, 0.054, 0.060, -0.233, 0.069, 0.078, 0.053, -0.193, 0.093, 0.149, -0.341, -0.147, -0.081, 0.060, 0.053, 0.054]}



{"formula": "C17H21N4O3STl", "method": "the ωB97M-V functional and the def2-TZVPD basis", "charge": 0, "relative_energy_kj_mol": 602.9, "gap_ha": 0.2594, "species": ["Tl", "C", "O", "C", "C", "O", "C", "H", "H", "H", "H", "H", "H", "H", "H", "H", "H", "S", "C", "N", "N", "C", "C", "C", "C", "C", "C", "N", "N", "C", "C", "C", "C", "C", "C", "H", "H", "H", "H", "H", "H", "H", "H", "H", "H", "H", "O"], "xyz": [[0.051, -0.099, -0.005], [2.848, 1.119, 0.693], [2.277, -0.003, -0.020], [2.963, -1.226, 0.314], [2.230, -2.368, -0.381], [0.851, -2.258, -0.021], [0.079, -3.252, -0.708], [3.908, 1.225, 0.439], [2.734, 0.988, 1.771], [2.321, 2.063, 0.396], [2.929, -1.368, 1.398], [3.997, -1.167, -0.028], [2.624, -3.333, -0.051], [2.329, -2.272, -1.467], [0.442, -4.250, -0.447], [0.138, -3.100, -1.789], [-0.949, -3.154, -0.397], [0.839, 2.239, -0.006], [-0.715, 3.049, 0.096], [-0.817, 4.317, 0.233], [0.247, 5.100, 0.273], [0.124, 6.461, 0.570], [-1.112, 7.032, 0.861], [-1.197, 8.383, 1.163], [-0.056, 9.174, 1.176], [1.176, 8.607, 0.884], [1.266, 7.257, 0.583], [-1.959, 2.367, 0.067], [-1.925, 1.144, 0.012], [-3.285, 0.445, -0.022], [-4.384, 1.299, -0.030], [-5.683, 0.818, -0.069], [-5.914, -0.542, -0.102], [-4.836, -1.420, -0.094], [-3.522, -0.952, -0.055], [1.171, 4.723, 0.091], [-2.010, 6.431, 0.858], [-2.160, 8.822, 1.391], [-0.126, 10.228, 1.413], [2.069, 9.218, 0.893], [2.235, 6.825, 0.359], [-4.229, 2.371, -0.007], [-6.516, 1.511, -0.076], [-6.928, -0.924, -0.133], [-5.016, -2.488, -0.119], [-2.667, -1.739, -0.051], [-1.532, -1.192, 0.009]], "lowdin_charge": [0.987, -0.222, -0.377, -0.155, -0.175, -0.329, -0.084, 0.108, 0.108, -0.163, 0.138, 0.138, 0.137, 0.137, 0.099, 0.102, 0.067, 0.794, -0.668, 0.046, -0.010, -0.235, -0.031, -0.088, -0.109, -0.097, -0.042, 0.042, -0.057, -0.150, -0.051, -0.100, -0.104, -0.076, -0.062, 0.102, 0.102, 0.102, 0.096, 0.100, 0.106, 0.097, 0.098, 0.097, 0.096, 0.033, -0.547]}



{"formula": "C15H24AlN4O5", "method": "the ωB97M-V functional and the def2-TZVPD basis", "charge": 1, "relative_energy_kj_mol": 0.0, "gap_ha": [0.1315, 0.1316], "species": ["O", "H", "Al", "N", "N", "O", "O", "C", "C", "C", "C", "H", "H", "H", "H", "H", "H", "H", "H", "O", "H", "H", "C", "H", "H", "H", "O", "H", "H", "C", "C", "C", "C", "N", "C", "C", "C", "C", "C", "C", "N", "H", "H", "H", "H", "H", "H", "H", "H"], "xyz": [[2.249, 1.420, -2.565], [3.111, 1.871, -2.630], [-0.078, -0.317, -0.059], [-1.832, -0.426, -0.927], [0.369, -0.633, -1.897], [-3.131, -0.365, -0.296], [1.657, -0.976, -2.342], [-1.886, -0.789, -2.222], [-0.616, -0.890, -2.788], [-3.172, -1.122, -2.889], [-0.347, -1.269, -4.187], [-4.038, -0.571, -2.499], [-3.401, -2.201, -2.829], [-3.078, -0.897, -3.958], [0.696, -1.572, -4.271], [-0.536, -0.409, -4.846], [-0.998, -2.095, -4.500], [-3.100, -1.048, 0.410], [2.039, -0.039, -2.572], [0.020, -2.215, 0.476], [-0.628, -2.684, -0.087], [0.923, -2.508, 0.229], [1.457, 2.218, -1.520], [1.830, 2.032, -0.489], [0.371, 2.030, -1.632], [1.646, 3.287, -1.816], [-1.456, 3.439, -0.209], [-1.895, 2.548, -0.395], [-1.169, 3.173, 0.708], [-2.575, 0.371, 3.441], [-1.674, 0.033, 4.443], [-0.351, -0.140, 4.085], [0.020, -0.125, 2.741], [-0.909, 0.085, 1.757], [-2.152, 0.466, 2.123], [1.391, -0.129, 2.302], [2.455, -0.047, 3.199], [3.743, -0.071, 2.682], [3.933, -0.071, 1.294], [2.837, -0.146, 0.443], [1.576, -0.141, 0.940], [-3.596, 0.631, 3.655], [-1.967, -0.047, 5.482], [0.426, -0.195, 4.829], [-2.804, 0.819, 1.330], [2.228, 0.038, 4.266], [4.570, -0.088, 3.382], [4.924, -0.010, 0.854], [2.914, -0.223, -0.645]], "lowdin_charge": [-0.136, 0.114, 0.207, -0.071, -0.106, -0.090, -0.117, -0.313, -0.296, -0.027, -0.018, 0.081, 0.093, 0.083, 0.076, 0.098, 0.090, 0.100, 0.047, 0.090, 0.135, 0.134, -0.054, 0.065, 0.059, 0.108, -0.088, 0.047, 0.046, -0.011, -0.013, 0.018, -0.178, 0.094, -0.072, -0.163, 0.028, -0.009, -0.008, -0.059, 0.071, 0.119, 0.126, 0.110, 0.114, 0.121, 0.124, 0.122, 0.112]}



{"formula": "C5H11NO", "method": "the ωB97M-V functional and the def2-TZVPD basis", "smiles": "CCCNCC=O", "charge": 0, "relative_energy_kj_mol": 227.8, "gap_ha": 0.3704, "species": ["C", "C", "C", "N", "C", "C", "O", "H", "H", "H", "H", "H", "H", "H", "H", "H", "H", "H"], "xyz": [[1.049, -1.948, 0.746], [-0.057, -1.048, 1.157], [0.340, 0.372, 1.127], [0.389, 0.766, -0.256], [-0.851, 1.420, -0.859], [-0.889, 1.069, -2.373], [-1.904, 0.866, -2.894], [0.556, -2.961, 0.647], [1.855, -2.177, 1.468], [1.573, -1.692, -0.163], [-0.501, -1.236, 2.126], [-0.995, -1.180, 0.528], [1.324, 0.398, 1.531], [-0.359, 1.027, 1.758], [1.039, 1.462, -0.503], [-0.847, 2.470, -0.777], [-1.808, 1.122, -0.334], [0.086, 1.269, -2.929]], "lowdin_charge": [-0.127, -0.308, -0.287, -0.070, -0.144, -0.284, 0.083, 0.088, 0.076, 0.066, 0.102, 0.129, 0.106, 0.136, 0.081, 0.088, 0.134, 0.132]}



no.,calculated total energy (eV)
1,-7566.6842
2,-52669.8054
3,-47761.9206
4,-45590.2976
5,-38732.1399
6,-8899.3359